P:
# C3H4O3S

A cluster of 2 separate species, C3H4O3S in total (ωB97M-V/def2-TZVPD, the Open Molecules 2025 dataset).

## Properties
* HOMO energy: -9.79 eV
* multiplicity: 1

Last column: natural (NBO) charge in e.
Atoms and positions in Å:
1 H -1.201 0.207 -1.160  0.1116
2 S 1.665 -0.247 -0.244  1.5575
3 C 0.591 2.233 0.822  -0.1149
4 O 0.978 -1.039 -1.261  -0.9163
5 C 0.733 1.153 0.300  -0.3904
6 H 0.801 -1.594 1.197  0.4906
7 C -1.684 -0.665 -0.925  0.2727
8 H -1.048 -1.545 -0.931  0.1155
9 H 0.540 3.156 1.327  0.2424
10 O -2.786 -0.764 -0.414  -0.5031
11 O 1.411 -0.896 1.288  -0.8656



Q:
# C3H4O3S

The molecule C3H4O3S (ωB97M-V/def2-TZVPD, the Open Molecules 2025 dataset).

## Properties
* HOMO energy: -10.28 eV
* multiplicity: 1
* SMILES: O=C1O[C@]1(S)CO

Last column: natural (NBO) charge in e.
Atoms and positions in Å:
1 C 0.455 -0.023 -0.469  -0.0703
2 H 0.172 -1.232 1.226  0.1826
3 O -0.483 0.642 -1.498  -0.4527
4 C 0.294 1.431 -0.787  0.7869
5 O -1.133 0.424 1.453  -0.7096
6 O 0.566 2.541 -0.477  -0.5230
7 S 1.673 -1.155 -1.168  0.0610
8 C -0.420 -0.596 0.694  -0.0934
9 H -0.577 1.205 1.583  0.4772
10 H -1.342 -1.118 0.165  0.2089
11 H 0.796 -2.118 -0.724  0.1324



Q wins, 0.0924 hartree ahead of the next structure.



P:
# C2H4Cl2Si

A cluster of 2 separate species, C2H4Cl2Si in total (ωB97M-V/def2-TZVPD, the Open Molecules 2025 dataset).

## Properties
* HOMO energy: -10.42 eV
* multiplicity: 1
* SMILES: Cl[SiH2]Cl.C#C

Last column: natural (NBO) charge in e.
Atoms and positions in Å:
1 H 0.929 1.805 0.138  -0.1845
2 H 0.569 -0.856 -0.140  0.2131
3 C 0.605 -2.963 -0.759  -0.2303
4 Cl -1.521 0.405 -0.187  -0.4154
5 H -0.978 2.887 -0.426  -0.1767
6 H 0.639 -3.881 -1.215  0.2197
7 Cl -0.542 2.296 2.561  -0.3266
8 Si -0.410 2.101 0.537  1.1145
9 C 0.708 -1.794 -0.508  -0.2137



Q:
# C2H4Cl2Si

A cluster of 2 separate species, C2H4Cl2Si in total (ωB97M-V/def2-TZVPD, the Open Molecules 2025 dataset).

## Properties
* HOMO energy (alpha / beta): -7.93 / -7.93 eV
* multiplicity: 1

Last column: natural (NBO) charge in e.
Atoms and positions in Å:
1 C -0.082 -0.837 1.404  -0.2398
2 Si 1.027 1.344 -0.148  1.4434
3 C -0.010 -0.146 0.242  -0.7897
4 H -0.525 -0.585 -0.670  0.2775
5 Cl 3.823 -0.708 -1.763  -0.7900
6 Cl 2.152 2.280 1.165  -0.2650
7 H 0.570 -0.857 2.333  0.2390
8 H -0.854 -1.711 1.334  0.2198
9 H 0.861 1.913 -1.582  -0.0953



P wins, 0.0654 hartree ahead of the next structure.



P:
# C4H12O

A cluster of 2 separate species, C4H12O in total (ωB97M-V/def2-TZVPD, the Open Molecules 2025 dataset).

## Properties
* HOMO energy: -11.31 eV
* multiplicity: 1
* SMILES: CCCC.O

Last column: natural (NBO) charge in e.
Atoms and positions in Å:
1 H -1.811 -1.046 0.336  0.1846
2 H 1.836 1.454 -1.415  0.2047
3 H 0.352 0.394 1.066  0.1970
4 C 1.819 0.911 -0.474  -0.6066
5 H 0.009 1.796 0.245  0.1989
6 C -0.507 0.095 -0.936  -0.3951
7 H -2.442 0.600 0.015  0.2073
8 O 0.301 -1.950 2.476  -0.9276
9 H -0.584 -1.760 2.139  0.4648
10 H 2.533 1.458 0.151  0.2129
11 C 0.403 0.800 0.056  -0.4088
12 H 0.845 -1.769 1.697  0.4660
13 H -0.583 0.735 -1.819  0.1975
14 C -1.893 -0.240 -0.400  -0.5987
15 H -2.528 -0.601 -1.208  0.2121
16 H 2.292 -0.064 -0.608  0.1982
17 H -0.043 -0.814 -1.321  0.1929



Q:
# C4H12O

A cluster of 2 separate species, C4H12O in total (ωB97M-V/def2-TZVPD, the Open Molecules 2025 dataset).

## Properties
* HOMO energy: -10.34 eV
* multiplicity: 1
* SMILES: CCO.CC

Last column: natural (NBO) charge in e.
Atoms and positions in Å:
1 H 1.279 0.252 3.338  0.1950
2 C 1.049 1.299 1.466  -0.6096
3 H 0.740 -1.387 -1.942  0.4666
4 C -0.761 -0.038 -1.814  -0.0616
5 H 0.783 -0.786 2.030  0.2060
6 H -0.713 0.861 -1.206  0.1860
7 H 0.004 1.565 1.629  0.1967
8 O 0.425 -0.694 -1.345  -0.7370
9 H 1.251 1.213 0.402  0.2154
10 H -0.728 0.203 -2.878  0.1572
11 H -2.911 -0.504 -1.901  0.2083
12 C -1.971 -0.957 -1.580  -0.6346
13 H -1.873 -1.923 -2.071  0.2046
14 C 1.425 0.061 2.266  -0.6039
15 H 2.481 -0.196 2.219  0.2023
16 H -2.034 -1.140 -0.506  0.2114
17 H 1.554 2.170 1.894  0.1973



R:
# C4H12O

A cluster of 2 separate species, C4H12O in total (ωB97M-V/def2-TZVPD, the Open Molecules 2025 dataset).

## Properties
* HOMO energy: -10.24 eV
* multiplicity: 1
* SMILES: CCO.CC

Last column: natural (NBO) charge in e.
Atoms and positions in Å:
1 H -0.054 0.098 0.619  0.1865
2 H -0.453 1.952 -0.456  0.4600
3 C -0.364 0.948 1.245  -0.0882
4 H -2.346 0.005 1.701  0.2059
5 H 1.820 -1.586 -2.817  0.2065
6 H 0.465 -0.463 -2.506  0.1946
7 H 2.222 -1.785 -0.550  0.2099
8 H 0.385 1.135 1.996  0.1793
9 H -2.442 1.622 1.333  0.2247
10 H 0.605 -1.488 -0.038  0.1996
11 O -0.284 2.170 0.467  -0.7322
12 H 0.209 -2.166 -2.289  0.2052
13 H 1.590 -0.055 -0.576  0.2102
14 C -1.776 0.920 1.866  -0.6580
15 C 0.963 -1.383 -2.194  -0.6064
16 H -1.924 1.188 2.908  0.2162
17 C 1.385 -1.112 -0.710  -0.6138



S:
# C4H12O

A cluster of 2 separate species, C4H12O in total (ωB97M-V/def2-TZVPD, the Open Molecules 2025 dataset).

## Properties
* HOMO energy: -11.17 eV
* multiplicity: 1
* SMILES: CCCC.O

Last column: natural (NBO) charge in e.
Atoms and positions in Å:
1 H -0.219 -0.947 1.576  0.1977
2 H -2.062 -0.315 -0.653  0.1893
3 H 2.053 -0.055 2.145  0.2013
4 H 0.036 -0.367 -3.035  0.4656
5 H 0.213 -0.805 -0.092  0.2130
6 O -0.385 -1.186 -2.751  -0.9290
7 H -1.283 -0.873 -2.555  0.4653
8 H -1.930 1.117 0.289  0.2041
9 C 1.985 0.554 1.240  -0.6093
10 H 2.423 -0.048 0.437  0.2027
11 H -2.485 -0.395 0.988  0.2133
12 C -0.302 -0.309 0.699  -0.4110
13 H 0.477 1.596 0.086  0.1878
14 C -1.733 0.042 0.330  -0.6092
15 H 2.664 1.387 1.437  0.2094
16 H 0.116 1.533 1.756  0.1917
17 C 0.547 0.937 0.948  -0.3826



P wins, 0.0040 hartree ahead of the next structure.



P:
# C3H7N3O2S

A cluster of 2 separate species, C3H7N3O2S in total (ωB97M-V/def2-TZVPD, the Open Molecules 2025 dataset).

## Properties
* HOMO energy (alpha / beta): -6.80 / -6.36 eV
* multiplicity: 1

Last column: natural (NBO) charge in e.
Atoms and positions in Å:
1 H 2.295 1.592 -0.717  0.1985
2 N -0.443 -2.240 -1.536  -0.6940
3 S -2.765 0.964 -0.515  0.9001
4 C 1.729 1.859 0.204  -0.2683
5 O 0.356 1.858 0.088  -0.4889
6 N -1.443 0.237 0.341  -0.6839
7 C 0.181 -2.227 -0.524  0.6603
8 H 0.286 0.177 1.349  0.1739
9 H 2.019 3.020 0.253  0.1921
10 H 2.037 1.517 1.178  0.1848
11 H -1.098 -2.814 -1.954  0.4174
12 H 1.729 -1.955 0.778  0.4227
13 C -0.168 0.617 0.457  0.3355
14 N 0.739 -1.832 0.476  -0.7950
15 O -3.806 -0.091 -0.485  -0.9832
16 H -1.648 -0.681 0.605  0.4280



Q:
# C3H7N3O2S

A cluster of 2 separate species, C3H7N3O2S in total (ωB97M-V/def2-TZVPD, the Open Molecules 2025 dataset).

## Properties
* HOMO energy (alpha / beta): -8.47 / -8.47 eV
* multiplicity: 1
* SMILES: N/N=C(\N)C(=O)O.C=S

Last column: natural (NBO) charge in e.
Atoms and positions in Å:
1 N 1.523 -0.690 -0.906  -0.2036
2 O -0.745 -1.866 0.308  -0.6799
3 H 0.284 1.818 0.664  0.3854
4 S -4.060 0.030 -1.204  0.0486
5 H -4.040 -1.266 0.922  0.1994
6 N 1.207 1.333 0.721  -0.8928
7 O -1.096 0.237 1.220  -0.5593
8 H 3.062 -0.822 -2.343  0.3944
9 N 2.690 -0.298 -1.480  -0.6115
10 H 3.032 0.608 -1.373  0.3803
11 H 1.332 1.030 1.721  0.3609
12 H -4.020 0.608 1.153  0.1963
13 C -3.867 -0.292 0.390  -0.4537
14 C 0.910 -0.165 0.021  0.2008
15 C -0.382 -0.548 0.610  0.7351
16 H 0.096 -2.375 0.093  0.4998



R:
# C3H7N3O2S

The molecule C3H7N3O2S (ωB97M-V/def2-TZVPD, the Open Molecules 2025 dataset).

## Properties
* HOMO energy: -9.08 eV
* multiplicity: 1
* SMILES: [H]/N=C(\O/[N+]([O-])=N/C)SC

Last column: natural (NBO) charge in e.
Atoms and positions in Å:
1 N -1.853 -0.515 0.699  -0.1964
2 N 0.950 0.333 -1.013  -0.7275
3 H 0.186 0.953 -1.308  0.3940
4 H 2.906 0.393 1.175  0.2337
5 H 3.847 0.174 -0.455  0.2374
6 H -3.355 -1.190 1.691  0.2288
7 H -3.416 0.547 1.216  0.2183
8 N -1.447 -1.331 -0.130  0.5408
9 C -3.210 -0.391 0.899  -0.4607
10 H -3.811 -0.799 0.082  0.2221
11 O -2.040 -2.082 -0.946  -0.4431
12 C 3.545 -0.288 0.551  -0.7473
13 S 2.423 -1.637 0.043  0.2199
14 C 0.964 -0.751 -0.473  0.4285
15 O -0.043 -1.538 -0.039  -0.3912
16 H 4.430 -0.580 1.133  0.2425



Q wins, 0.0419 hartree ahead of the next structure.



P:
# C3H5NO

The molecule C3H5NO (ωB97M-V/def2-TZVPD, the Open Molecules 2025 dataset).

## Properties
* HOMO energy: -9.50 eV
* multiplicity: 1
* SMILES: [H]/N=C1\C[C@H]1O

Last column: natural (NBO) charge in e.
Atoms and positions in Å:
1 H -1.261 -0.813 1.874  0.3347
2 C -0.589 -0.421 0.333  0.2650
3 H -0.473 0.648 -1.559  0.1882
4 C 0.186 0.807 0.554  -0.5342
5 H 1.138 -1.093 -1.900  0.4775
6 H -0.295 1.772 0.685  0.2309
7 H 1.113 0.662 1.106  0.2416
8 N -1.281 -1.267 0.959  -0.5566
9 C 0.129 0.127 -0.814  0.0400
10 O 1.333 -0.420 -1.239  -0.6871



Q:
# C3H5NO

The molecule C3H5NO (ωB97M-V/def2-TZVPD, the Open Molecules 2025 dataset).

## Properties
* HOMO energy: -9.81 eV
* multiplicity: 1
* SMILES: O=C[C@@H]1CN1

Last column: natural (NBO) charge in e.
Atoms and positions in Å:
1 N 0.736 0.793 0.837  -0.5871
2 C 0.504 -0.331 -0.108  -0.1989
3 H 1.241 -1.126 -0.078  0.2128
4 O 0.205 -0.725 -2.467  -0.4980
5 H 0.538 1.811 0.550  0.3772
6 H -1.088 0.533 -1.306  0.0814
7 H -1.392 0.196 0.923  0.1976
8 C -0.166 -0.187 -1.466  0.4432
9 H -0.203 -0.819 2.013  0.2135
10 C -0.375 -0.144 1.102  -0.2418



R:
# C3H5NO

The molecule C3H5NO (ωB97M-V/def2-TZVPD, the Open Molecules 2025 dataset).

## Properties
* HOMO energy: -11.07 eV
* multiplicity: 1
* SMILES: N#CCCO

Last column: natural (NBO) charge in e.
Atoms and positions in Å:
1 C 1.814 -0.064 0.003  0.2841
2 N 2.820 -0.617 0.148  -0.3236
3 H -2.448 -0.518 -0.373  0.4782
4 H -0.442 -1.342 0.004  0.1747
5 H 0.505 1.554 0.305  0.2515
6 O -1.812 0.201 -0.302  -0.7174
7 H -0.691 -0.262 1.390  0.1703
8 C -0.635 -0.300 0.292  -0.0467
9 C 0.516 0.583 -0.199  -0.5309
10 H 0.373 0.764 -1.269  0.2598



S:
# C3H5NO

The molecule C3H5NO (ωB97M-V/def2-TZVPD, the Open Molecules 2025 dataset).

## Properties
* HOMO energy: -9.72 eV
* multiplicity: 1
* SMILES: O=C1CCN1

Last column: natural (NBO) charge in e.
Atoms and positions in Å:
1 H 1.581 -0.901 0.453  0.2381
2 O -0.141 0.355 2.131  -0.5847
3 H -0.762 0.095 -1.452  0.3009
4 C 0.550 -0.865 0.082  -0.5637
5 H 0.145 -1.877 0.028  0.2401
6 H -1.460 1.627 0.239  0.3925
7 H 1.104 0.687 -1.385  0.2147
8 C 0.259 0.050 -1.082  -0.2080
9 N -1.012 0.731 0.022  -0.7067
10 C -0.264 0.097 0.964  0.6769



R wins, 0.0514 hartree ahead of the next structure.



P:
# C3H3N3O2

A cluster of 2 separate species, C3H3N3O2 in total (ωB97M-V/def2-TZVPD, the Open Molecules 2025 dataset).

## Properties
* HOMO energy (alpha / beta): -9.15 / -9.15 eV
* multiplicity: 1
* SMILES: [H]/N=C(/N)C#N.O=C=O

Last column: natural (NBO) charge in e.
Atoms and positions in Å:
1 N 0.120 0.207 -1.447  -0.7256
2 H 0.262 -0.661 -1.958  0.3278
3 H -0.748 1.654 0.522  0.4400
4 H -1.706 0.567 1.504  0.4147
5 O 1.768 1.749 0.482  -0.5415
6 C -0.772 -0.235 -0.119  0.3236
7 C -1.120 -1.578 -0.088  0.1691
8 C 2.113 0.669 0.315  1.0473
9 O 2.524 -0.394 0.212  -0.5129
10 N -1.081 0.725 0.730  -0.7250
11 N -1.359 -2.702 -0.153  -0.2174



Q:
# C3H3N3O2

The molecule C3H3N3O2 (ωB97M-V/def2-TZVPD, the Open Molecules 2025 dataset).

## Properties
* HOMO energy: -9.89 eV
* multiplicity: 1
* SMILES: [H]/N=C/n1oncc1=O

Last column: natural (NBO) charge in e.
Atoms and positions in Å:
1 C 1.466 -0.261 0.023  0.2417
2 N 2.075 0.071 1.077  -0.6135
3 O -0.492 0.333 1.251  -0.1395
4 O -0.662 -0.666 -1.970  -0.5813
5 H 3.061 0.011 1.077  0.3548
6 N 0.076 -0.195 0.156  -0.1526
7 H 1.908 -0.770 -0.861  0.2170
8 N -1.767 0.734 0.986  -0.0100
9 C -1.928 0.426 -0.235  -0.1031
10 C -0.803 -0.235 -0.853  0.5576
11 H -2.934 0.552 -0.651  0.2289



R:
# C3H3N3O2

The molecule C3H3N3O2 (ωB97M-V/def2-TZVPD, the Open Molecules 2025 dataset).

## Properties
* HOMO energy: -10.29 eV
* multiplicity: 1
* SMILES: O=C1C=NN=CON1

Last column: natural (NBO) charge in e.
Atoms and positions in Å:
1 H -0.719 1.171 1.741  0.3885
2 C -0.045 1.234 -1.302  0.3745
3 C 0.572 -1.324 -0.028  0.0072
4 H 0.871 -2.352 0.401  0.2037
5 O -0.624 -0.943 2.232  -0.5148
6 C -0.249 -0.547 1.166  0.6230
7 H -0.193 2.253 -1.745  0.2002
8 N -0.709 0.729 0.652  -0.3764
9 N 0.666 -1.135 -1.233  -0.2103
10 O 0.237 1.520 -0.009  -0.3876
11 N 0.253 0.140 -1.876  -0.3081



P wins, 0.0580 hartree ahead of the next structure.



P:
# C3H4N2O2S

The molecule C3H4N2O2S (ωB97M-V/def2-TZVPD, the Open Molecules 2025 dataset).

## Properties
* HOMO energy: -9.23 eV
* multiplicity: 1
* SMILES: OCC1=NOC=NS1

Last column: natural (NBO) charge in e.
Atoms and positions in Å:
1 O -1.147 1.839 -1.319  -0.7163
2 C 0.118 1.298 -1.261  -0.0940
3 H -1.738 1.410 -0.555  0.5045
4 O -0.935 -1.173 1.218  -0.3616
5 N 1.386 -1.693 1.183  -0.5734
6 C 0.231 -1.594 1.712  0.3859
7 H 0.915 1.935 -0.897  0.1937
8 C 0.110 0.066 -0.391  0.0427
9 H 0.430 0.991 -2.315  0.1881
10 H 0.036 -2.043 2.673  0.1869
11 S 1.505 -1.005 -0.431  0.4370
12 N -0.912 -0.031 0.383  -0.1936



Q:
# C3H4N2O2S

The molecule C3H4N2O2S (ωB97M-V/def2-TZVPD, the Open Molecules 2025 dataset).

## Properties
* HOMO energy: -9.41 eV
* multiplicity: 1
* SMILES: O=CO/N=C/NC=S

Last column: natural (NBO) charge in e.
Atoms and positions in Å:
1 O -2.350 0.668 -0.121  -0.3960
2 C -3.627 0.244 0.178  0.6151
3 H -0.109 1.572 0.015  0.1703
4 H -4.324 1.022 0.432  0.1594
5 N -1.310 -0.224 -0.097  -0.1653
6 C -0.158 0.375 -0.049  0.2452
7 S 3.810 -0.244 0.051  0.0276
8 O -3.853 -0.961 -0.011  -0.5342
9 N 1.075 -0.166 0.033  -0.5866
10 H 1.199 -1.112 -0.109  0.4078
11 H 2.144 1.515 0.065  0.1748
12 C 2.351 0.379 -0.082  -0.1181



R:
# C3H4N2O2S

The molecule C3H4N2O2S (ωB97M-V/def2-TZVPD, the Open Molecules 2025 dataset).

## Properties
* HOMO energy: -8.01 eV
* multiplicity: 1
* SMILES: Nc1co/c(=N\S)o1

Last column: natural (NBO) charge in e.
Atoms and positions in Å:
1 N -1.376 2.114 -0.289  -0.7890
2 H 3.079 -2.591 1.716  0.1094
3 O 0.292 -1.030 -0.716  -0.4714
4 H -1.349 -0.531 -2.011  0.2254
5 O 0.144 0.757 0.611  -0.4432
6 H -2.291 2.123 -0.725  0.3811
7 C 0.761 -0.473 0.420  0.7532
8 C -0.762 0.884 -0.368  0.4118
9 N 1.657 -0.940 1.130  -0.6563
10 H -1.553 2.350 0.681  0.3863
11 C -0.757 -0.151 -1.211  -0.0887
12 S 2.156 -2.513 0.762  0.1814



R wins, 0.0528 hartree ahead of the next structure.



P:
# C2HI2N3

A structure of composition C2HI2N3 (ωB97M-V/def2-TZVPD, the Open Molecules 2025 dataset).

## Properties
* HOMO energy: -9.24 eV
* multiplicity: 1

Last column: natural (NBO) charge in e.
Atoms and positions in Å:
1 C 0.779 -0.717 0.081  0.3990
2 N -2.290 -0.026 1.427  -0.9392
3 I -0.829 1.482 1.256  0.3399
4 N 3.434 0.690 -1.949  -0.2550
5 H -1.862 -0.954 1.515  0.3751
6 C 2.595 0.205 -1.333  0.4066
7 N 1.609 -0.361 -0.692  -0.6083
8 I -3.436 -0.319 -0.307  0.2819



Q:
# C2HI2N3

The molecule C2HI2N3 (ωB97M-V/def2-TZVPD, the Open Molecules 2025 dataset).

## Properties
* HOMO energy (alpha / beta): -8.91 / -8.91 eV
* multiplicity: 1
* SMILES: N#C/N=C(\I)NI

Last column: natural (NBO) charge in e.
Atoms and positions in Å:
1 H -0.107 -0.480 0.156  0.4138
2 C 1.757 3.253 0.105  0.3518
3 N 2.638 3.935 -0.103  -0.3969
4 N -0.385 0.430 0.013  -0.7833
5 I -2.281 0.986 -0.038  0.4538
6 I 2.542 0.147 0.018  0.2480
7 N 0.596 2.700 0.120  -0.5825
8 C 0.714 1.162 -0.057  0.2954



Q wins, 0.0367 hartree ahead of the next structure.